DFT (ωB97M-V with the def2-TZVPD basis set) results for an isolated ion of composition C6H12NO and charge +1.

```
20
Properties=species:S:1:pos:R:3
C 0.54 2.38 -0.12
O 1.60 3.10 -0.76
C 1.14 1.13 0.49
C 1.32 -0.02 -0.46
C 0.18 -0.94 -0.62
C -0.75 -1.28 0.31
N -1.56 -2.40 -0.11
C -2.74 -2.43 0.40
H 0.13 3.02 0.71
H -0.22 2.24 -0.87
H 2.19 3.44 -0.09
H 0.39 0.85 1.29
H 2.05 1.41 1.02
H 1.67 0.43 -1.41
H 2.19 -0.67 -0.19
H 0.08 -1.27 -1.66
H -0.63 -0.97 1.34
H -1.07 -3.14 -0.59
H -3.37 -3.31 0.40
H -3.13 -1.56 0.93
```

Results
LUMO = -5.44 eV
energy = -9945.21644 eV
max |F| = 3.90 eV/A
total charge = +1

***

DFT (ωB97M-V with the def2-TZVPD basis set) results for a 2-piece molecular cluster, C4H11N2 overall.

```
17
Properties=species:S:1:pos:R:3
C -2.42 0.29 -1.89
N -1.22 0.48 -1.55
H -2.85 -0.70 -1.81
H -3.02 1.10 -2.30
H -0.86 1.43 -1.57
H -0.60 -0.26 -1.00
C 2.15 0.37 0.70
C 0.80 -0.21 0.96
C 0.01 0.10 1.97
N 0.35 -1.13 -0.06
H 2.18 0.77 -0.32
H 2.93 -0.39 0.76
H 2.37 1.18 1.38
H -0.93 -0.41 2.16
H 0.33 0.82 2.70
H 1.11 -1.67 -0.46
H -0.32 -1.77 0.34
```

Results
LUMO = -4.71 eV
energy = -7299.22988 eV
max |F| = 0.77 eV/A
total charge = +1

***

DFT (ωB97M-V with the def2-TZVPD basis set) results for C36H41LaN5Se as an isolated structure.

```
84
Properties=species:S:1:pos:R:3
La -0.43 -0.41 0.42
N 0.42 -3.20 2.17
N 0.20 -2.27 -1.36
C 0.77 2.08 -0.46
C 1.85 1.21 -0.14
C 1.77 0.88 1.26
C 2.56 -0.16 1.97
H 3.36 -0.55 1.32
H 1.96 -1.03 2.28
H 3.04 0.23 2.88
C 0.64 1.59 1.80
C 0.15 1.46 3.20
H 0.68 2.09 3.92
H 0.28 0.43 3.56
H -0.92 1.68 3.31
C 0.00 2.29 0.73
C -1.30 3.02 0.83
H -2.04 2.46 1.42
H -1.74 3.19 -0.16
H -1.19 4.00 1.31
C 2.91 0.73 -1.07
H 3.84 1.32 -0.99
H 2.59 0.80 -2.11
H 3.19 -0.31 -0.88
C 0.52 2.70 -1.79
H -0.55 2.83 -1.99
H 0.92 2.08 -2.60
H 0.98 3.69 -1.90
C -0.24 -3.83 3.13
H 0.26 -3.91 4.10
C -1.52 -4.34 2.96
H -2.05 -4.76 3.82
C -2.10 -4.33 1.69
H -3.10 -4.73 1.52
C -1.38 -3.80 0.62
H -1.77 -3.78 -0.40
C -0.10 -3.23 0.90
C 0.69 -2.51 -0.06
H 1.72 -2.20 0.18
C -0.25 -1.03 -1.83
C 0.27 -3.19 -2.42
H 0.54 -4.22 -2.23
C 0.01 -2.50 -3.53
H 0.00 -2.82 -4.56
N -0.27 -1.19 -3.18
C -0.47 -0.11 -4.08
C 0.57 0.28 -4.96
C 0.35 1.40 -5.76
H 1.13 1.72 -6.45
C -0.84 2.14 -5.70
C -1.09 3.30 -6.62
H -1.64 4.09 -6.10
H -1.69 3.00 -7.48
H -0.15 3.71 -7.00
C -1.81 1.77 -4.77
H -2.72 2.36 -4.68
C -1.63 0.66 -3.93
C -2.68 0.34 -2.91
H -2.81 -0.73 -2.73
H -3.64 0.75 -3.26
H -2.47 0.85 -1.95
C 1.89 -0.42 -5.02
H 1.84 -1.39 -5.54
H 2.34 -0.58 -4.04
H 2.59 0.21 -5.59
C 0.11 -1.34 5.17
N -1.29 -1.02 5.39
C -2.26 -0.90 4.42
Se -2.23 -1.25 2.58
N -3.38 -0.48 5.09
C -3.14 -0.30 6.45
C -3.98 0.10 7.47
C -3.43 0.13 8.76
C -2.08 -0.23 8.97
C -1.24 -0.62 7.91
C -1.81 -0.65 6.64
H 0.30 -1.54 4.11
H 0.39 -2.23 5.73
H 0.74 -0.50 5.50
H -4.27 -0.31 4.63
H -5.02 0.37 7.24
H -4.05 0.42 9.61
H -1.68 -0.19 9.99
H -0.19 -0.90 8.03
```

Results
LUMO (spin up / spin down) = 2.36 / 2.40 eV
energy = -111652.42840 eV
max |F| = 2.79 eV/A
total charge = -1

***

DFT (ωB97M-V with the def2-TZVPD basis set) results for C37H62FGeLaN9O4S as an isolated structure.

```
116
Properties=species:S:1:pos:R:3
La 1.07 1.25 0.08
C -6.75 0.08 2.12
C -6.45 0.12 0.62
N -5.02 0.01 0.36
C -4.29 1.15 0.35
C -2.95 1.23 0.13
C -2.28 2.59 0.22
O -3.01 3.58 0.21
O -1.02 2.57 0.34
C -2.23 0.01 -0.17
O -1.06 -0.03 -0.57
C -3.00 -1.22 0.01
C -2.34 -2.45 -0.07
C -3.02 -3.62 0.07
F -2.32 -4.77 -0.08
C -4.42 -3.66 0.29
C -5.06 -2.43 0.37
C -4.38 -1.21 0.24
N -5.14 -4.84 0.39
C -4.46 -6.07 0.82
C -5.23 -7.08 1.68
N -5.67 -6.57 2.93
C -7.63 -4.63 0.94
C -6.52 -4.87 -0.09
H -7.83 0.15 2.29
H -6.26 0.91 2.62
H -6.38 -0.85 2.56
H -6.79 1.06 0.20
H -6.97 -0.69 0.10
H -4.83 2.08 0.53
H -1.27 -2.45 -0.25
H -6.12 -2.43 0.59
H -3.59 -5.78 1.42
H -4.09 -6.60 -0.06
H -4.51 -7.90 1.86
H -6.03 -7.55 1.09
H -7.36 -5.12 1.87
H -6.22 -7.29 3.41
H -7.76 -3.57 1.15
H -8.58 -5.03 0.58
H -6.59 -4.11 -0.87
H -6.66 -5.84 -0.58
C 5.03 -2.53 0.05
N 5.32 -1.58 -0.99
C 5.45 -2.04 -2.36
C 5.34 -0.72 -3.15
N 4.89 0.29 -2.19
C 4.86 -0.26 -1.02
S 4.40 0.54 0.44
H 5.85 -3.24 0.13
H 4.10 -3.09 -0.15
H 4.92 -1.99 0.99
H 4.64 -2.74 -2.61
H 6.40 -2.55 -2.52
H 4.64 -0.78 -3.98
H 6.32 -0.43 -3.55
H 2.77 1.03 -2.42
C 5.43 5.22 -1.84
C 5.43 3.80 -1.30
N 4.09 3.47 -0.91
C 3.20 4.32 -0.35
N 2.05 3.86 0.08
C 1.08 4.87 0.48
C 1.73 5.99 1.27
C 2.76 6.65 0.37
N 3.55 5.66 -0.34
C 4.86 6.12 -0.76
H 4.79 5.26 -2.73
H 6.43 5.54 -2.12
H 6.13 3.72 -0.46
H 5.73 3.08 -2.06
H 3.91 2.47 -0.76
H 0.29 4.38 1.05
H 0.59 5.29 -0.41
H 2.23 5.58 2.15
H 1.00 6.73 1.60
H 3.44 7.28 0.96
H 2.26 7.30 -0.36
H 5.55 6.15 0.09
H 4.75 7.14 -1.14
C 1.79 -3.96 2.05
Ge 1.39 -1.99 1.96
C -0.41 -1.81 2.77
C 2.72 -1.17 3.18
C 1.52 -1.33 0.15
H 1.48 -4.37 3.02
H 2.86 -4.14 1.93
H 1.26 -4.50 1.27
H -0.32 -1.80 3.86
H -1.05 -2.65 2.49
H -0.90 -0.88 2.47
H 2.93 -1.84 4.02
H 2.35 -0.23 3.59
H 3.64 -0.96 2.65
H 0.78 -1.78 -0.52
H 2.51 -1.46 -0.26
C 2.05 2.59 3.31
C 1.01 1.72 2.61
O 0.03 1.38 3.17
H 1.99 2.44 4.39
H 1.81 3.62 3.07
H 3.05 2.37 2.94
C 0.60 0.23 -4.03
C 1.10 1.56 -3.43
C 2.00 2.27 -4.45
C -0.12 2.45 -3.12
N 1.82 1.31 -2.20
H -0.05 0.39 -4.90
H 0.05 -0.33 -3.27
H 1.46 -0.37 -4.35
H 1.45 2.48 -5.37
H 2.86 1.64 -4.68
H 2.37 3.21 -4.03
H -0.69 2.65 -4.03
H 0.22 3.39 -2.70
H -0.77 1.95 -2.40
```

Results
LUMO (spin up / spin down) = 1.18 / 0.71 eV
energy = -131905.69682 eV
max |F| = 3.69 eV/A
total charge = -1

***

DFT (ωB97M-V with the def2-TZVPD basis set) results for one molecule with the formula C18H19N3O3.

```
43
Properties=species:S:1:pos:R:3
O 2.96 3.35 -0.07
C 2.10 2.59 0.31
N 2.34 1.43 0.96
H 1.57 0.82 1.19
C 3.67 0.90 1.11
C 3.84 -0.35 0.28
C 4.21 -1.57 0.84
C 4.31 -2.68 0.02
C 4.02 -2.53 -1.33
N 3.67 -1.37 -1.87
C 3.59 -0.32 -1.09
H 3.32 0.61 -1.58
H 4.08 -3.37 -2.01
H 4.59 -3.64 0.42
H 4.41 -1.64 1.90
H 4.36 1.68 0.77
H 3.86 0.68 2.17
C 0.61 2.86 0.11
H 0.49 3.88 -0.27
H 0.11 2.81 1.09
C -0.02 1.84 -0.85
N -1.21 1.21 -0.29
C -1.15 0.27 0.71
O -0.13 -0.12 1.23
C -2.56 -0.18 1.01
H -2.77 -0.07 2.07
C -3.45 0.64 0.06
C -2.49 1.50 -0.73
O -2.75 2.29 -1.60
H -4.20 1.26 0.55
C -4.11 -0.45 -0.83
C -5.02 -1.21 0.10
C -4.25 -1.93 0.91
H -4.54 -2.55 1.73
C -2.81 -1.64 0.54
H -2.06 -2.35 0.89
C -2.96 -1.45 -0.98
H -3.26 -2.36 -1.48
H -2.07 -1.04 -1.46
H -6.09 -1.12 0.10
H -4.56 -0.05 -1.74
H -0.34 2.33 -1.77
H 0.69 1.05 -1.09
```

Results
LUMO = 0.63 eV
energy = -29588.32494 eV
max |F| = 0.64 eV/A

***

DFT (ωB97M-V with the def2-TZVPD basis set) results for a 13-piece molecular cluster, H26O13 overall.

```
39
Properties=species:S:1:pos:R:3
H -0.97 0.35 0.00
H -0.37 0.94 1.27
H -3.18 -4.02 0.54
H -2.22 -3.23 1.42
H -3.02 -3.23 -2.36
H -3.51 -2.07 -1.51
H -1.36 -3.80 4.41
H -1.41 -2.78 3.29
H 2.71 2.22 2.22
H 2.48 3.60 1.62
H -2.30 2.39 3.82
H -1.51 1.26 3.17
H 0.74 -4.95 1.67
H 0.53 -3.46 1.87
H 2.35 2.87 -0.89
H 3.78 3.39 -0.95
H 0.69 0.58 -4.13
H 1.16 1.61 -3.12
H 0.47 -1.80 -4.13
H -0.22 -1.37 -2.84
H 0.69 2.78 -2.13
H 1.38 3.64 -3.19
H -3.46 1.27 0.37
H -2.94 0.85 -0.99
H 4.45 1.29 0.95
H 3.37 0.42 0.33
O -0.63 1.17 0.37
O -2.41 -3.43 0.50
O -2.74 -2.39 -1.99
O -1.30 -2.85 4.24
O 2.53 2.67 1.38
O -1.72 2.20 3.07
O 0.87 -4.10 1.24
O 2.98 3.31 -1.48
O 1.30 0.70 -3.39
O 0.42 -1.07 -3.50
O 1.36 3.46 -2.24
O -2.70 0.87 -0.06
O 3.71 0.72 1.18
```

Results
LUMO = -0.27 eV
energy = -27032.99502 eV
max |F| = 8.39 eV/A

***

DFT (ωB97M-V with the def2-TZVPD basis set) results for an isolated ion of composition C8H20NOSi and charge +1.

```
31
Properties=species:S:1:pos:R:3
C 1.03 -0.57 -1.59
C 2.53 -0.39 -1.75
C -2.53 -2.86 0.15
C 0.37 2.61 -0.99
C -1.31 1.59 1.54
C 1.71 1.56 1.67
C -1.19 -2.18 0.69
C 0.41 -0.51 -0.27
N -0.88 -1.15 -0.26
O 0.31 -0.59 -2.55
Si 0.27 1.49 0.50
H 2.58 0.39 -2.53
H 2.96 0.12 -0.87
H 3.09 -1.27 -2.08
H -3.38 -2.13 0.31
H -2.44 -3.01 -0.97
H -2.72 -3.82 0.65
H 1.44 2.68 -1.31
H -0.24 2.26 -1.88
H -0.14 3.53 -0.82
H -2.22 1.01 1.43
H -0.87 1.42 2.51
H -1.43 2.73 1.29
H 2.03 0.57 2.12
H 2.67 1.97 1.18
H 1.35 2.14 2.59
H -0.48 -3.04 0.81
H -1.27 -1.62 1.53
H 1.08 -1.03 0.38
H -1.03 -1.43 -1.26
H -1.67 -0.48 -0.21
```

Results
LUMO = -2.79 eV
energy = -20028.73043 eV
max |F| = 4.77 eV/A
total charge = +1

***

DFT (ωB97M-V with the def2-TZVPD basis set) results for a 2-piece molecular cluster, C4H10O2 overall.

```
16
Properties=species:S:1:pos:R:3
C -0.42 -0.72 1.18
O -1.59 -1.44 1.64
C 0.65 -1.16 2.17
H -0.08 -0.79 0.17
H -0.67 0.34 1.37
H -2.17 -1.56 0.87
H 1.41 -0.48 2.54
H 0.18 -1.59 3.06
H 1.28 -1.96 1.76
O -0.84 0.04 -1.53
C -0.23 0.65 -2.38
C 0.55 1.84 -1.90
H -0.27 0.31 -3.43
H 0.84 2.49 -2.75
H 1.48 1.53 -1.44
H -0.11 2.49 -1.34
```

Results
LUMO = 0.86 eV
energy = -8403.69783 eV
max |F| = 3.00 eV/A

***

DFT (ωB97M-V with the def2-TZVPD basis set) results for one molecule with the formula C22H27N3O2.

```
54
Properties=species:S:1:pos:R:3
C -7.42 -0.39 1.62
C -5.91 -0.30 1.46
H -5.42 -1.07 2.06
H -5.55 0.67 1.80
C -5.49 -0.49 0.00
N -4.06 -0.44 -0.14
C -3.29 0.67 -0.10
C -1.96 0.24 -0.15
C -0.70 0.85 -0.11
C 0.41 0.05 -0.18
C 0.30 -1.36 -0.28
C -0.92 -1.98 -0.28
C -2.07 -1.19 -0.22
N -3.36 -1.56 -0.21
H -0.99 -3.06 -0.32
C 1.51 -2.24 -0.34
O 1.53 -3.36 0.12
N 2.58 -1.70 -0.98
H 2.55 -0.73 -1.26
C 3.88 -2.33 -0.96
H 4.42 -2.03 -1.87
H 3.72 -3.41 -0.97
C 4.68 -1.94 0.29
C 4.75 -0.45 0.43
C 5.67 0.30 -0.29
C 5.68 1.68 -0.20
C 4.76 2.35 0.59
C 3.84 1.61 1.31
C 3.83 0.22 1.23
H 3.10 -0.34 1.80
H 3.11 2.11 1.94
C 4.78 3.85 0.69
H 5.17 4.30 -0.22
H 5.42 4.16 1.52
H 3.78 4.24 0.88
H 6.41 2.25 -0.77
H 6.39 -0.20 -0.91
H 4.19 -2.38 1.16
H 5.69 -2.36 0.21
H 1.39 0.50 -0.12
H -0.61 1.92 -0.01
O -3.85 1.91 0.00
C -4.06 2.60 -1.23
C -2.77 3.08 -1.88
H -3.01 3.65 -2.77
H -2.22 3.71 -1.19
H -2.15 2.23 -2.17
H -4.69 3.45 -0.96
H -4.62 1.95 -1.93
H -5.80 -1.48 -0.36
H -5.94 0.29 -0.62
H -7.78 -1.36 1.29
H -7.91 0.38 1.03
H -7.69 -0.25 2.66
```

Results
LUMO = 0.57 eV
energy = -31817.96241 eV
max |F| = 1.15 eV/A